DFT (the ωB97M-V functional and the def2-TZVPD basis) results for an isolated molecule of C6H6Br2N2O2 in a non-equilibrium geometry.

E_tot (Ha): -5640.0710
SMILES: N\C=C(Br)/C=C\C=C(\Br)[N+](=O)[O-]
Energy above the lowest of the compared OMol25 structures with the same formula, charge and spin (kJ/mol): 187.4
Orbital gap (eV): 7.38

```
18
Properties=species:S:1:pos:R:3:mulliken_charge:R:1
N -0.83644 -0.34285 1.63265 -0.386
C -1.70200 -0.85650 0.67319 -0.041
C -1.85889 -0.37313 -0.56549 -0.197
Br -3.25674 -1.08187 -1.55082 -0.172
C -1.36500 0.89717 -1.05393 -0.355
C -0.03024 0.97606 -1.15220 -0.552
C 0.73471 -0.18790 -1.01967 -0.026
C 1.91030 -0.33846 -0.27376 0.012
Br 3.21814 -1.69869 -0.39969 -0.096
N 2.35965 0.62475 0.73811 0.973
O 3.46908 0.40142 1.17575 -0.599
O 1.66114 1.55473 1.09811 -0.608
H -0.39734 0.62057 1.51197 0.236
H -0.59871 -0.89220 2.42998 0.207
H -2.33291 -1.72077 0.96460 0.379
H -2.09439 1.64369 -1.26966 0.493
H 0.58646 1.87799 -1.24765 0.408
H 0.53318 -1.10401 -1.69151 0.323
```